{
  "formula": "C39H106HgN9O10",
  "method": "ωB97M-V/def2-TZVPD",
  "homo_energy_ev": -10.18,
  "multiplicity": 1,
  "total_charge": 1,
  "orbital_gap_ev": 4.04,
  "e_above_lowest_kj_mol": 413.8,
  "elements": ["Hg", "C", "C", "C", "O", "H", "H", "H", "H", "H", "H", "H", "C", "C", "C", "O", "C", "N", "H", "H", "H", "H", "H", "H", "H", "H", "H", "H", "H", "C", "C", "C", "O", "C", "N", "H", "H", "H", "H", "H", "H", "H", "H", "H", "H", "H", "C", "C", "C", "O", "C", "N", "H", "H", "H", "H", "H", "H", "H", "H", "H", "H", "H", "C", "C", "C", "O", "C", "N", "H", "H", "H", "H", "H", "H", "H", "H", "H", "H", "H", "C", "C", "C", "O", "C", "N", "H", "H", "H", "H", "H", "H", "H", "H", "H", "H", "H", "C", "C", "C", "O", "C", "N", "H", "H", "H", "H", "H", "H", "H", "H", "H", "H", "H", "C", "C", "C", "O", "C", "N", "H", "H", "H", "H", "H", "H", "H", "H", "H", "H", "H", "C", "C", "C", "O", "C", "N", "H", "H", "H", "H", "H", "H", "H", "H", "H", "H", "H", "C", "C", "C", "O", "C", "N", "H", "H", "H", "H", "H", "H", "H", "H", "H", "H", "H"],
  "coordinates": [[3.541, -3.105, -1.832], [1.136, -0.010, -0.230], [0.704, -1.496, -0.253], [-0.749, -1.618, -0.705], [1.612, -2.315, -0.898], [1.774, 0.134, -1.106], [1.814, 0.155, 0.613], [0.349, 0.741, -0.179], [0.519, -1.807, 0.787], [-0.829, -1.489, -1.792], [-1.420, -0.817, -0.389], [-1.145, -2.606, -0.471], [1.539, 4.118, -5.719], [0.166, 3.927, -5.007], [0.478, 3.788, -3.483], [1.533, 2.940, -3.124], [2.159, 3.178, -1.895], [-0.602, 5.135, -5.225], [2.010, 3.146, -5.878], [2.098, 4.922, -5.251], [1.320, 4.324, -6.772], [-0.279, 3.003, -5.391], [-0.444, 3.697, -2.891], [0.744, 4.793, -3.127], [2.849, 2.377, -1.620], [1.461, 3.229, -1.054], [2.790, 4.068, -1.804], [-0.874, 5.170, -6.204], [-1.513, 4.988, -4.791], [-0.121, -0.795, -4.509], [1.404, -1.013, -4.616], [1.789, -0.951, -6.148], [1.878, 0.407, -6.584], [3.230, 0.721, -6.961], [2.115, 0.049, -3.935], [-0.428, -0.454, -3.520], [-0.694, -1.695, -4.736], [-0.430, -0.008, -5.194], [1.771, -1.967, -4.232], [0.941, -1.373, -6.687], [2.703, -1.525, -6.304], [3.732, -0.059, -7.537], [3.779, 0.701, -6.012], [3.275, 1.686, -7.456], [1.512, 0.347, -3.171], [1.925, 0.861, -4.528], [-5.599, -0.604, 2.917], [-4.207, -0.523, 3.447], [-3.212, 0.133, 2.440], [-1.887, 0.229, 2.918], [-1.255, -1.051, 3.074], [-4.134, 0.283, 4.700], [-6.213, -1.413, 3.304], [-5.530, -0.754, 1.834], [-6.090, 0.369, 2.996], [-3.982, -1.561, 3.703], [-3.623, 1.119, 2.221], [-3.286, -0.418, 1.495], [-1.699, -1.827, 2.447], [-1.298, -1.349, 4.122], [-0.221, -0.884, 2.770], [-4.364, 1.262, 4.561], [-3.185, 0.383, 5.044], [2.397, -0.667, 4.017], [3.613, -0.912, 4.928], [3.444, -0.488, 6.378], [3.300, 0.946, 6.463], [3.087, 1.481, 7.791], [3.985, -2.305, 4.689], [2.683, -0.629, 2.967], [2.123, 0.368, 4.240], [1.556, -1.341, 4.181], [4.390, -0.292, 4.473], [4.355, -0.670, 6.956], [2.605, -0.950, 6.906], [3.732, 2.354, 7.896], [3.230, 0.870, 8.682], [2.083, 1.906, 7.780], [4.869, -2.652, 5.029], [3.201, -2.920, 4.896], [-2.405, 2.211, -0.436], [-3.505, 1.903, -1.478], [-2.935, 1.163, -2.704], [-3.758, 1.031, -3.845], [-3.059, 0.451, -4.912], [-4.292, 0.844, -0.769], [-1.504, 2.436, -1.023], [-2.117, 1.357, 0.172], [-2.599, 3.099, 0.161], [-4.206, 2.716, -1.654], [-2.579, 0.185, -2.372], [-2.086, 1.820, -2.950], [-2.784, -0.568, -4.618], [-2.170, 1.023, -5.183], [-3.764, 0.381, -5.740], [-3.958, -0.101, -0.915], [-5.225, 0.810, -1.163], [0.447, 2.347, 4.329], [-0.116, 3.448, 3.443], [0.151, 4.787, 4.104], [-0.813, 4.878, 5.168], [-0.477, 5.994, 5.954], [0.597, 3.462, 2.145], [1.532, 2.257, 4.254], [-0.032, 1.399, 4.087], [0.262, 2.717, 5.340], [-1.136, 3.191, 3.164], [-0.014, 5.555, 3.337], [1.166, 5.041, 4.422], [-0.368, 6.878, 5.320], [0.421, 5.860, 6.567], [-1.266, 6.169, 6.688], [1.604, 3.589, 2.173], [0.561, 2.548, 1.703], [0.072, -5.504, 1.944], [0.933, -4.549, 2.850], [1.667, -5.312, 3.952], [2.113, -4.412, 4.952], [1.167, -3.975, 5.912], [1.886, -3.980, 1.910], [-0.303, -6.338, 2.541], [0.762, -5.898, 1.200], [-0.752, -4.979, 1.464], [0.263, -3.781, 3.253], [2.494, -5.810, 3.442], [1.064, -6.133, 4.345], [0.399, -3.390, 5.400], [1.664, -3.343, 6.647], [0.710, -4.778, 6.494], [2.611, -3.557, 2.484], [1.474, -3.297, 1.287], [-7.690, -1.793, -4.446], [-6.795, -1.515, -3.279], [-5.532, -2.391, -3.272], [-4.926, -2.308, -2.026], [-3.891, -3.207, -1.720], [-6.486, -0.109, -3.396], [-8.527, -1.099, -4.442], [-8.060, -2.822, -4.390], [-7.176, -1.783, -5.411], [-7.378, -1.824, -2.407], [-4.951, -2.240, -4.192], [-5.863, -3.439, -3.367], [-3.146, -3.371, -2.503], [-4.390, -4.177, -1.593], [-3.518, -2.854, -0.762], [-6.033, 0.031, -4.292], [-5.781, 0.165, -2.727], [5.834, 0.737, -2.838], [5.568, -0.629, -2.250], [4.961, -0.599, -0.844], [4.939, -1.894, -0.271], [4.595, -1.916, 1.125], [4.601, -1.441, -3.020], [6.402, 1.394, -2.170], [4.973, 1.409, -2.888], [6.423, 0.764, -3.754], [6.450, -1.271, -2.227], [3.959, -0.154, -0.905], [5.407, 0.157, -0.193], [3.653, -1.384, 1.265], [5.304, -1.610, 1.894], [4.387, -2.973, 1.290], [3.835, -0.886, -3.428], [5.065, -1.804, -3.850]],
  "atomic_forces_ev_per_a": [[-1.805, 2.342, 1.230], [1.005, -0.639, 0.069], [-1.082, 1.280, 1.459], [-0.064, -0.203, -2.087], [1.216, -1.431, -1.522], [-0.308, 0.277, -0.206], [-0.069, 0.087, 0.143], [-0.147, -0.168, -0.109], [0.928, 0.057, 0.353], [0.187, -0.381, -0.137], [0.240, -0.110, 0.873], [-0.106, 0.074, 0.083], [-1.592, -0.912, -0.976], [2.632, -0.445, 0.606], [-0.697, 2.421, 0.451], [0.248, -1.207, -0.615], [0.036, 0.160, 1.198], [-1.157, -0.434, 0.210], [0.606, 0.131, 0.932], [0.331, -0.238, -0.097], [-0.033, 0.753, 0.065], [-0.240, -0.044, 0.025], [-0.102, -1.098, -0.014], [0.297, 0.292, -0.522], [-0.190, -0.431, -0.559], [-0.317, 0.050, -0.109], [-0.290, 0.406, -0.687], [0.392, 0.150, -0.162], [0.016, 0.328, 0.320], [0.393, -0.408, 0.177], [-0.590, 0.336, -1.323], [-0.971, 0.320, 1.085], [0.750, -0.682, -0.727], [-0.014, -0.432, 1.300], [-0.240, 0.878, 0.237], [0.156, -0.121, 0.090], [0.051, -0.031, -0.094], [0.232, -0.052, -0.154], [-0.464, -0.316, 0.115], [0.276, -0.404, -0.189], [0.088, 0.157, -0.350], [-0.500, 0.023, -0.550], [0.393, 0.645, -0.080], [-0.106, -0.031, 0.060], [0.416, -0.308, 0.540], [0.743, 0.167, -0.177], [-0.450, 0.828, -1.385], [1.248, 1.114, 1.169], [-1.407, -1.126, 0.091], [-0.145, -0.473, -0.361], [0.017, 0.991, -0.010], [-0.150, -0.335, 0.362], [0.053, 0.207, 0.369], [-0.091, -0.204, -0.049], [-0.261, -0.139, 0.273], [0.797, 0.125, 0.056], [0.392, 0.224, 0.101], [0.430, -0.093, -0.142], [-0.117, 0.048, -0.075], [0.037, -0.190, 0.026], [0.086, -0.265, 0.130], [-0.552, -0.139, -0.472], [0.159, -0.589, -0.138], [0.323, 1.489, 0.850], [0.124, -0.624, -1.419], [0.305, 1.253, 0.880], [-0.073, -0.474, 0.391], [-0.325, 1.051, -1.134], [-0.319, 0.156, -0.146], [0.053, -0.477, 0.021], [-0.581, -0.291, -0.019], [0.059, -0.053, 0.069], [0.215, 0.174, 0.402], [0.091, -0.745, -0.152], [-0.140, -0.320, -0.259], [0.282, -0.131, -0.030], [0.085, -0.660, -0.443], [-0.219, -0.281, 0.326], [-0.113, 0.183, 0.436], [0.666, -0.163, -0.032], [1.062, 0.797, -1.867], [-0.674, -3.509, 1.626], [1.016, 2.187, -0.292], [-0.300, 0.656, 0.914], [-0.578, -0.474, 0.214], [-1.823, 0.577, 0.229], [0.235, 0.315, 0.247], [-0.491, -0.034, 0.134], [-0.227, -0.220, 0.189], [0.379, 0.185, -0.392], [0.182, -0.057, -0.008], [0.464, -0.493, -0.624], [0.268, -0.064, -0.215], [-0.055, 0.091, -0.079], [0.172, 0.119, -0.122], [0.428, 0.101, -0.147], [-0.182, 0.093, 0.309], [-0.373, 0.469, 0.579], [2.956, -0.870, -0.874], [-2.178, 0.357, -0.724], [1.287, 0.420, -0.301], [-0.538, 0.377, 0.692], [0.008, -0.195, -1.240], [-0.037, 0.161, -0.261], [0.068, -0.080, 0.387], [-0.248, -0.851, 0.306], [-0.302, 0.757, 0.518], [-0.498, 0.224, 0.122], [0.231, -0.969, 0.401], [0.036, 0.130, 0.126], [0.285, -0.199, -0.349], [-0.205, -0.005, -0.263], [-0.020, 0.450, 0.790], [-0.581, -0.076, 0.083], [0.554, 0.054, 1.200], [-1.392, -1.113, -1.666], [-0.799, 0.443, -0.614], [0.659, -0.694, 0.404], [-0.335, -0.006, -0.256], [1.213, 0.199, 0.838], [-0.322, 0.032, -0.145], [-0.189, -0.090, -0.137], [0.021, -0.026, -0.037], [0.057, -0.049, 0.362], [0.497, 0.282, 0.425], [-0.269, 0.248, 0.348], [-0.245, 0.015, 0.267], [0.258, 0.096, -0.266], [-0.037, -0.278, -0.316], [0.042, 0.507, -0.364], [0.094, 0.050, 0.056], [-0.307, -1.511, -0.674], [0.591, -0.282, -0.596], [-1.732, -1.787, -0.409], [0.893, 1.828, 0.039], [-1.314, -0.765, 0.006], [0.085, 0.529, 0.834], [0.041, -0.017, -0.118], [-0.285, 0.087, 0.085], [0.105, 0.486, 0.012], [0.231, 0.731, 0.412], [0.654, 0.570, 0.382], [-0.164, -0.104, -0.187], [0.231, 0.572, 0.047], [0.372, -0.247, 0.262], [0.491, -0.253, -0.155], [-0.098, 0.107, -0.070], [0.041, -0.034, -0.018], [0.217, 1.379, 0.568], [-0.303, -0.728, 1.136], [-0.157, 1.605, 0.138], [0.867, 0.583, -0.010], [-1.407, -1.134, 0.212], [-0.147, -1.039, -1.533], [0.522, -0.726, 0.400], [-0.556, -0.688, -0.659], [-0.382, -0.337, -0.221], [0.318, 0.402, 0.164], [-0.398, -0.568, -0.248], [0.874, -0.501, 0.093], [0.066, 0.069, -0.015], [0.593, 0.374, -0.722], [-0.021, 0.088, 0.324], [-0.621, 0.612, 0.377], [0.102, -0.214, 0.076]],
  "lowdin_charge": [1.344, -0.035, -0.590, -0.053, -0.368, 0.035, 0.062, 0.064, 0.084, 0.054, 0.062, 0.070, -0.046, -0.422, -0.209, -0.196, -0.110, 0.039, 0.048, 0.089, 0.077, 0.122, 0.107, 0.125, 0.064, 0.083, 0.095, 0.081, 0.078, -0.054, -0.390, -0.169, -0.206, -0.087, 0.048, 0.053, 0.090, 0.067, 0.103, 0.126, 0.111, 0.085, 0.073, 0.091, 0.055, 0.070, -0.067, -0.425, -0.229, -0.208, -0.093, 0.038, 0.081, 0.071, 0.085, 0.129, 0.122, 0.091, 0.088, 0.090, 0.060, 0.070, 0.056, -0.043, -0.410, -0.179, -0.211, -0.087, 0.056, 0.051, 0.044, 0.068, 0.135, 0.124, 0.120, 0.081, 0.086, 0.079, 0.079, 0.029, -0.051, -0.327, -0.206, -0.179, -0.109, 0.029, 0.050, 0.046, 0.086, 0.149, 0.111, 0.107, 0.075, 0.070, 0.100, 0.047, 0.053, -0.055, -0.396, -0.213, -0.178, -0.129, 0.022, 0.066, 0.059, 0.080, 0.140, 0.121, 0.129, 0.089, 0.088, 0.089, 0.066, 0.044, -0.043, -0.414, -0.171, -0.231, -0.080, 0.048, 0.069, 0.069, 0.064, 0.115, 0.135, 0.124, 0.076, 0.084, 0.096, 0.048, 0.029, -0.084, -0.443, -0.225, -0.199, -0.100, 0.059, 0.085, 0.080, 0.081, 0.146, 0.126, 0.125, 0.089, 0.092, 0.077, 0.065, 0.022, -0.031, -0.367, -0.212, -0.289, -0.067, 0.001, 0.095, 0.081, 0.090, 0.150, 0.111, 0.146, 0.066, 0.102, 0.080, 0.046, 0.105]
}